The following is a quantum chemistry calculation of a molecular structure, C29H41F5P2Pt at a distorted geometry, from OMol25.

Atoms and positions in Å:
Pt (1.324562, 0.284500, -0.601113)
C (-3.354231, 1.860345, 1.157433)
C (-4.080248, 0.719197, 0.773174)
C (-2.343832, 0.016601, 2.115134)
C (-2.284404, 1.438624, 2.000083)
C (-3.470973, -0.420693, 1.386179)
C (-3.691951, 3.260974, 0.834895)
H (-4.236002, 3.304092, -0.114173)
H (-2.779425, 3.861164, 0.763923)
H (-4.321760, 3.704730, 1.623393)
C (-1.296196, 2.359396, 2.612619)
H (-1.694875, 3.387474, 2.636172)
H (-0.370667, 2.379136, 2.004402)
H (-1.040588, 2.053153, 3.639109)
C (-1.405580, -0.826925, 2.899727)
H (-0.856540, -0.201870, 3.633453)
H (-0.665242, -1.308817, 2.229605)
H (-1.941812, -1.608471, 3.464121)
C (-4.015178, -1.791319, 1.356220)
H (-4.862371, -1.878576, 2.055286)
H (-3.265711, -2.534888, 1.656479)
H (-4.391740, -2.029957, 0.346071)
C (-5.343803, 0.699996, 0.015831)
H (-6.179296, 0.891864, 0.697357)
H (-5.502148, -0.272060, -0.466106)
H (-5.333763, 1.485403, -0.748510)
C (2.904638, 0.441239, -2.093825)
C (1.665693, 1.550101, -2.055978)
C (0.844256, 1.392630, -3.271724)
C (-0.158629, 0.200452, -3.308945)
C (-0.231757, -0.655906, -2.028182)
C (0.517330, -2.010760, -2.068261)
C (1.987885, -2.092324, -2.475462)
C (2.734873, -0.813260, -2.938849)
H (1.566889, 1.226516, -4.076630)
H (0.145838, -0.425657, -4.176877)
H (0.309307, 2.311691, -3.518539)
H (2.396462, -0.560828, -3.944372)
H (3.641940, 1.085767, -2.593747)
H (2.161170, 2.524865, -2.016811)
H (3.751839, -1.150886, -3.112567)
H (2.591974, -2.521084, -1.663197)
H (-0.036961, -2.725022, -2.726650)
H (2.079281, -2.820697, -3.308850)
H (-1.154891, 0.604986, -3.509816)
H (-1.294370, -0.997083, -1.970972)
P (0.810682, 2.748435, -0.244529)
C (2.131977, 3.957103, -0.133474)
C (-0.667474, 3.358778, -1.129677)
P (0.371324, -2.820694, -0.324930)
C (1.208232, -1.407059, 0.535631)
C (-1.341691, -3.348981, -0.212081)
C (1.357673, -4.302906, -0.120079)
H (2.905694, 3.538477, 0.514389)
H (1.746324, 4.871964, 0.332992)
H (2.565596, 4.177145, -1.106540)
H (-0.561784, 3.393622, -2.217694)
H (-0.884368, 4.377557, -0.768339)
H (-1.551297, 2.750397, -0.899924)
H (1.982621, -4.549107, -0.987657)
H (0.706857, -5.155447, 0.109429)
H (1.974751, -4.087026, 0.769283)
H (3.448041, 0.346034, -1.158951)
H (-0.338336, -0.112994, -1.013213)
H (-1.445152, -4.005209, 0.645529)
H (-1.706733, -3.919743, -1.067116)
H (-2.017679, -2.520301, -0.098831)
F (1.481502, 0.835174, 2.639765)
C (2.402697, -0.150611, 2.464507)
C (2.375752, -1.060342, 1.342685)
C (3.683825, -1.530225, 1.091289)
F (4.105331, -1.942526, -0.136294)
C (4.614171, -1.708724, 2.096816)
F (5.736018, -2.429025, 1.909375)
C (4.375025, -1.182311, 3.368077)
F (5.144207, -1.482742, 4.425756)
C (3.296322, -0.306884, 3.529688)
F (3.070900, 0.270360, 4.733609)

Cartesian forces (eV/Å) of the 2 atoms listed first:
-2.255 0.224 4.671
0.238 0.286 0.380

Output
E_HOMO (alpha / beta) = -12.08 / -12.45 eV
total charge = +2
LUMO level (alpha / beta) = -0.1869 / -0.2994 Ha
frontier orbital gap (alpha / beta) = 7.0 / 4.3 eV
multiplicity = 5



The following is a quantum chemistry calculation of a molecular structure, C29H41IrN2O3P2, from OMol25.

Atoms and positions in Å:
Ir (-0.153694, -0.853861, 0.098468)
C (3.462632, -2.216962, -1.812401)
C (3.137336, -2.415722, -0.323128)
C (4.426503, -2.774520, 0.427358)
P (2.224230, -0.991057, 0.449202)
C (2.893115, -0.789470, 2.155049)
C (2.917677, -1.995625, 3.095697)
C (2.273194, 0.441096, 2.822572)
C (2.717610, 0.511288, -0.378203)
C (4.007482, 0.793004, -0.815201)
C (4.265331, 1.949685, -1.526533)
C (3.207664, 2.803599, -1.816562)
C (1.927892, 2.546174, -1.359098)
C (1.666555, 1.408784, -0.585302)
N (0.421974, 1.129255, -0.022672)
C (-0.455153, 2.187741, 0.198880)
C (-0.007494, 3.435051, 0.657730)
C (-0.879681, 4.500380, 0.758875)
C (-2.220733, 4.358808, 0.415163)
C (-2.681972, 3.116057, 0.029074)
C (-1.815344, 2.024986, -0.051899)
P (-2.332793, 0.335397, -0.385477)
C (-3.924120, 0.289080, 0.595751)
C (-4.723766, -1.013106, 0.539841)
C (-3.926353, 0.912891, 1.992733)
C (-2.887841, 0.283599, -2.147565)
C (-4.261995, 0.881709, -2.442859)
C (-1.825373, 1.007886, -2.990035)
H (3.703428, -3.191961, -2.239349)
H (4.339948, -1.583967, -1.932613)
H (2.657157, -1.779807, -2.385896)
H (2.459169, -3.270352, -0.242987)
H (5.148609, -1.959066, 0.394842)
H (4.885793, -3.625170, -0.077744)
H (4.272178, -3.053125, 1.469945)
H (3.934616, -0.545021, 1.910261)
H (1.997179, -2.090244, 3.665852)
H (3.716596, -1.847599, 3.823019)
H (3.109564, -2.948376, 2.600461)
H (1.195032, 0.326727, 2.956773)
H (2.441305, 1.344887, 2.239505)
H (2.723703, 0.580379, 3.806327)
H (4.814972, 0.102391, -0.612788)
H (5.263778, 2.169116, -1.877280)
H (3.382764, 3.687581, -2.416271)
H (1.127192, 3.230147, -1.601092)
H (1.034997, 3.565618, 0.914339)
H (-0.511601, 5.455956, 1.109757)
H (-2.897160, 5.199594, 0.479438)
H (-3.734638, 2.995048, -0.193509)
H (-4.478589, 0.998670, -0.026621)
H (-4.423524, -1.720504, 1.312494)
H (-4.660642, -1.509062, -0.430663)
H (-5.775998, -0.786588, 0.718079)
H (-3.329419, 0.384504, 2.735063)
H (-4.954872, 0.912587, 2.359042)
H (-3.578152, 1.942097, 1.982700)
H (-2.891577, -0.775081, -2.411833)
H (-4.304162, 1.938680, -2.172745)
H (-5.082963, 0.357781, -1.953859)
H (-4.435497, 0.820907, -3.518407)
H (-1.970238, 2.087214, -2.917469)
H (-1.927785, 0.722018, -4.037262)
H (-0.803952, 0.798772, -2.675717)
C (-1.996570, -2.582851, 0.677599)
C (-0.738579, -3.137040, 0.308166)
C (0.194453, -2.788664, 1.295021)
C (-0.416906, -1.809544, 2.158028)
C (-1.790036, -1.774572, 1.809867)
H (-2.909033, -2.708069, 0.121026)
H (-0.562671, -3.794226, -0.527798)
H (1.181587, -3.203146, 1.406881)
H (0.001904, -1.377554, 3.047509)
H (-2.529175, -1.194630, 2.329499)
O (-1.135862, -2.235580, -2.452482)
N (-0.116009, -1.643546, -2.774843)
O (0.410351, -1.675384, -3.859293)
O (0.506484, -0.876077, -1.872444)

Cartesian forces (eV/Å) of the 2 atoms listed first:
0.643 -0.643 0.084
0.059 -0.101 0.100

Output
E_HOMO (alpha / beta) = -9.99 / -9.96 eV
total charge = +1
LUMO level (alpha / beta) = -0.1166 / -0.1651 Ha
frontier orbital gap (alpha / beta) = 6.8 / 5.5 eV
multiplicity = 2



The following is a quantum chemistry calculation of a molecular structure, C29H42ClGeN3O5SSc, from OMol25.

Atoms and positions in Å:
Sc (0.606949, 0.229075, 0.873984)
N (2.804272, 0.777629, 1.310664)
C (3.492381, 1.095114, 0.044509)
C (2.850509, 0.315802, -1.091361)
O (3.394391, 0.153577, -2.147796)
O (1.627866, -0.107020, -0.785145)
H (2.903635, 1.516636, 2.002723)
H (3.231601, -0.049604, 1.722536)
H (4.561349, 0.894569, 0.085885)
H (3.359580, 2.156498, -0.171520)
O (0.758278, 0.844078, 3.195810)
S (0.359161, 2.246270, 2.958660)
O (1.419375, 3.215331, 3.018031)
N (-0.305893, 2.055152, 1.536542)
C (-0.921790, 3.017962, 0.730738)
C (-1.277556, 4.294372, 1.056321)
C (-1.931590, 5.107891, 0.096465)
C (-2.202706, 4.644024, -1.156541)
C (-1.821199, 3.325398, -1.519188)
C (-2.012979, 2.779955, -2.808078)
C (-1.563497, 1.522080, -3.085341)
C (-0.929043, 0.787255, -2.066490)
N (-0.764349, 1.240577, -0.844249)
C (-1.190531, 2.513636, -0.567608)
C (-0.858255, 2.716425, 4.119892)
C (-0.502828, 3.596699, 5.134634)
C (-1.465136, 3.954764, 6.069063)
C (-2.751214, 3.446660, 5.973088)
C (-3.096265, 2.579032, 4.944071)
C (-2.149134, 2.206018, 4.006570)
H (-1.058851, 4.693449, 2.038218)
H (-2.210039, 6.116343, 0.369973)
H (-2.692789, 5.272468, -1.888338)
H (-2.499208, 3.375451, -3.571218)
H (-1.672765, 1.084743, -4.067141)
H (-0.523681, -0.193416, -2.275987)
H (0.501889, 3.991455, 5.178668)
H (-1.210193, 4.637236, 6.868279)
H (-3.497664, 3.736926, 6.700668)
H (-4.107913, 2.203292, 4.868495)
H (-2.407761, 1.553349, 3.183264)
Cl (-1.744343, -3.521846, 0.463923)
C (-0.946461, -2.489756, -0.783187)
H (-0.959054, -1.445118, -0.422766)
H (-1.602970, -2.503364, -1.653032)
C (-0.047234, -4.963453, -5.782985)
C (-0.096838, -3.942737, -4.654502)
C (1.285087, -3.438259, -4.259247)
C (1.252432, -2.439390, -3.099979)
Ge (0.817470, -3.252135, -1.382207)
C (2.348549, -3.154308, -0.177451)
C (3.435970, -4.171074, -0.582816)
C (3.544112, -5.337837, 0.397629)
C (2.288123, -6.194137, 0.496171)
H (-1.044838, -5.300769, -6.064938)
H (0.529638, -5.841891, -5.487719)
H (0.425195, -4.542205, -6.672291)
H (-0.592029, -4.387462, -3.783546)
H (-0.712292, -3.087259, -4.955731)
H (1.751232, -2.962145, -5.127278)
H (1.920399, -4.295244, -4.007921)
H (0.518254, -1.658547, -3.316361)
H (2.202219, -1.917775, -2.978545)
H (0.434406, -4.740327, -1.552056)
H (2.045197, -3.322930, 0.854294)
H (2.731254, -2.133651, -0.243200)
H (4.402654, -3.666417, -0.634315)
H (3.260906, -4.566900, -1.590762)
H (3.791266, -4.938360, 1.387600)
H (4.388343, -5.967051, 0.106183)
H (1.420937, -5.613709, 0.824458)
H (2.425147, -7.010002, 1.206006)
H (2.035296, -6.632959, -0.470748)
C (-1.620085, -1.602267, 3.279176)
C (-0.288228, -2.110845, 2.865300)
C (0.275749, -3.307726, 3.538187)
O (0.354444, -1.550212, 1.971318)
H (-2.263428, -2.418099, 3.604149)
H (-2.093031, -1.035878, 2.479725)
H (-1.450414, -0.935079, 4.131294)
H (0.077804, -3.266635, 4.609905)
H (1.336647, -3.421911, 3.338130)
H (-0.259794, -4.176783, 3.142680)

Cartesian forces (eV/Å) of the 2 atoms listed first:
0.042 0.645 0.071
-0.031 -0.033 -0.061

Output
E_HOMO = -11.15 eV
total charge = +1
LUMO level = -0.1110 Ha
frontier orbital gap = 8.1 eV



Computed energy relative to the best compared isomer or geometry (same formula, charge and spin) (kJ/mol) in order:
96.8 118.7 0.0